{
  "formula": "C19H17N10O2PbTe",
  "method": "the ωB97M-V functional and the def2-TZVPD basis",
  "spin_multiplicity": 1,
  "de_lowest_kj_mol": 51.3,
  "orbital_gap_ev": 6.7,
  "charge": 1,
  "symbols": ["Pb", "C", "C", "C", "C", "N", "C", "N", "C", "N", "C", "N", "C", "C", "C", "C", "C", "N", "C", "C", "C", "C", "C", "C", "H", "H", "H", "H", "H", "H", "H", "H", "H", "H", "H", "H", "N", "N", "C", "N", "N", "N", "O", "O", "H", "H", "H", "H", "H", "Te"],
  "coordinates": [[-0.321, -0.212, -0.905], [4.034, -1.831, -1.700], [4.909, -1.062, -0.936], [4.451, 0.108, -0.378], [3.109, 0.481, -0.554], [2.265, -0.278, -1.271], [2.739, -1.391, -1.840], [2.743, 1.719, -0.073], [1.621, 2.120, 0.367], [0.456, 1.373, 0.600], [-0.522, 2.224, 0.927], [-1.839, 1.939, 1.130], [-2.332, 0.677, 1.517], [-3.425, 0.694, 2.384], [-4.040, -0.493, 2.723], [-3.522, -1.682, 2.225], [-2.421, -1.619, 1.399], [-1.851, -0.469, 1.024], [-0.008, 3.595, 1.046], [-0.612, 4.785, 1.402], [0.164, 5.934, 1.328], [1.493, 5.882, 0.916], [2.106, 4.673, 0.603], [1.336, 3.532, 0.684], [4.360, -2.742, -2.182], [5.940, -1.365, -0.811], [5.096, 0.758, 0.194], [2.033, -1.950, -2.449], [-3.775, 1.647, 2.750], [-4.912, -0.494, 3.363], [-3.976, -2.634, 2.459], [-1.974, -2.519, 0.998], [-1.649, 4.816, 1.708], [-0.279, 6.890, 1.576], [2.056, 6.802, 0.838], [3.140, 4.624, 0.291], [-2.599, -2.135, -2.310], [-2.122, -3.436, -2.425], [-1.067, -3.867, -1.698], [-0.711, -5.142, -1.805], [-0.470, -2.970, -0.913], [0.566, -3.289, -0.100], [1.046, -4.421, -0.061], [0.966, -2.359, 0.588], [-3.444, -2.104, -1.752], [-2.771, -1.733, -3.221], [-2.618, -4.104, -2.993], [-1.165, -5.787, -2.429], [0.069, -5.447, -1.240], [-2.270, 2.263, -0.994]],
  "atomic_forces_ev_per_a": [[-0.062, -0.402, -0.784], [0.105, -0.031, -0.007], [-0.122, -0.003, -0.051], [-0.123, 0.033, 0.102], [0.167, -0.561, -0.176], [0.394, 0.453, 0.247], [-0.073, -0.058, -0.043], [-0.137, 0.657, 0.102], [0.470, -0.229, -0.086], [-0.274, -0.122, 0.453], [0.544, -0.183, 0.292], [0.129, 0.259, -0.463], [-0.285, -0.378, 0.235], [0.106, 0.110, -0.025], [0.099, -0.053, -0.051], [-0.089, 0.075, 0.029], [0.032, -0.146, -0.010], [0.009, 0.285, 0.256], [0.313, 0.155, -0.045], [-0.028, -0.072, 0.002], [-0.118, 0.014, 0.005], [0.068, -0.016, 0.022], [0.073, -0.061, -0.015], [-0.406, 0.160, 0.067], [-0.023, 0.003, -0.015], [-0.001, -0.002, 0.030], [-0.009, 0.030, -0.015], [-0.029, -0.004, 0.055], [-0.008, 0.007, -0.015], [0.016, 0.005, 0.028], [0.068, -0.024, 0.031], [-0.002, 0.022, -0.041], [-0.013, 0.021, -0.044], [0.024, 0.005, 0.013], [0.019, -0.009, 0.033], [0.005, 0.006, 0.014], [-0.002, 0.188, 0.182], [0.142, -0.083, 0.000], [0.451, -0.288, 0.256], [-0.130, -0.185, -0.207], [-0.575, 0.454, -0.102], [0.090, -0.584, 0.045], [0.079, 0.321, 0.100], [-0.108, -0.136, -0.168], [-0.034, -0.036, -0.054], [0.071, -0.043, -0.046], [-0.058, -0.045, 0.038], [-0.084, 0.086, -0.005], [0.076, -0.002, 0.025], [-0.756, 0.408, -0.196]],
  "nbo_charge": [1.265, -0.258, -0.136, -0.223, 0.356, -0.533, 0.044, -0.447, 0.466, -0.733, 0.501, -0.651, 0.376, -0.226, -0.126, -0.256, 0.055, -0.544, -0.049, -0.179, -0.187, -0.178, -0.153, -0.094, 0.232, 0.232, 0.239, 0.190, 0.246, 0.237, 0.236, 0.209, 0.236, 0.229, 0.228, 0.238, -0.631, -0.419, 0.631, -0.770, -0.514, 0.628, -0.425, -0.386, 0.374, 0.380, 0.389, 0.411, 0.453, 0.033]
}

---

{
  "formula": "C3H7N3S2",
  "method": "the ωB97M-V functional and the def2-TZVPD basis",
  "spin_multiplicity": 1,
  "de_lowest_kj_mol": 470.5,
  "orbital_gap_ev": 8.2,
  "symbols": ["C", "C", "C", "H", "H", "H", "H", "H", "H", "H", "N", "N", "N", "S", "S"],
  "coordinates": [[-1.269, 0.758, 0.216], [-0.356, 0.027, -0.649], [1.149, 0.270, -0.261], [-2.657, -0.603, 1.076], [-2.486, 0.765, 1.889], [-0.747, 2.615, -0.459], [-0.815, 0.297, -1.788], [-0.549, -2.253, 0.319], [1.124, 1.987, -1.649], [2.483, 2.051, -0.501], [-1.811, 0.010, 1.467], [-1.559, 2.091, 0.012], [1.747, 1.131, -1.054], [-0.888, -1.616, -0.823], [2.005, -0.497, 0.967]],
  "atomic_forces_ev_per_a": [[-2.248, 5.279, 2.619], [0.111, -0.121, -2.525], [-0.747, -1.617, 1.476], [2.648, 0.859, 0.788], [2.069, -1.231, -0.555], [-1.656, -1.449, -0.030], [2.258, 0.089, 2.721], [0.139, 0.536, 0.051], [1.565, -4.035, 1.959], [-2.263, -4.560, -1.769], [-4.020, 2.338, -3.321], [2.230, -4.069, 1.715], [1.657, 10.029, -1.544], [-0.267, -2.626, -0.443], [-1.475, 0.578, -1.143]],
  "nbo_charge": [0.451, -0.555, 0.107, 0.380, 0.384, 0.333, 0.282, 0.147, 0.385, 0.419, -0.820, -0.690, -0.780, 0.033, -0.077]
}